DFT (ωB97M-V/def2-TZVPD) results for a molecular structure, C68H61FGeIrN2O7P3Se at a distorted geometry.

Spin multiplicity: 2
Total charge: +1
HOMO (spin up / spin down), eV: -9.4 / -10.5
LUMO energy (spin up / spin down), eV: -3.793 / -3.791

Each line ends with the Mulliken spin population.
Positions of all 145 atoms, in Å:
1 Ir 0.395 -0.026 0.117  -0.009
2 F -3.915 -3.419 2.242  0.000
3 Ge -2.779 -2.275 1.499  0.001
4 C -3.750 -0.652 1.846  0.001
5 C -5.092 -0.853 2.191  -0.005
6 C -5.836 0.159 2.768  0.001
7 C -5.221 1.368 3.057  -0.004
8 C -3.902 1.576 2.704  0.004
9 C -3.155 0.591 2.039  -0.002
10 P -1.406 1.057 1.591  0.000
11 C -1.649 2.744 0.892  0.020
12 C -2.911 3.260 0.600  -0.002
13 C -3.078 4.607 0.309  -0.001
14 C -1.981 5.451 0.249  -0.001
15 C -0.710 4.930 0.452  -0.002
16 C -0.543 3.592 0.772  -0.002
17 C -0.882 1.452 3.304  0.004
18 C -1.156 2.710 3.840  -0.008
19 C -0.923 2.966 5.184  0.001
20 C -0.394 1.981 6.003  -0.002
21 C -0.100 0.734 5.469  0.003
22 C -0.354 0.468 4.133  0.004
23 C -1.391 -2.501 2.827  0.003
24 C -1.967 -2.726 4.081  -0.002
25 C -1.188 -3.016 5.188  0.001
26 C 0.184 -3.112 5.045  -0.001
27 C 0.771 -2.859 3.816  -0.001
28 C -0.002 -2.525 2.697  0.001
29 P 0.900 -2.071 1.166  -0.007
30 C 0.851 -3.587 0.161  0.026
31 C 1.923 -3.892 -0.680  -0.002
32 C 1.950 -5.086 -1.380  0.002
33 C 0.906 -5.993 -1.250  -0.014
34 C -0.163 -5.705 -0.412  0.003
35 C -0.186 -4.511 0.293  0.004
36 C 2.612 -2.073 1.779  0.005
37 C 3.415 -3.217 1.740  -0.004
38 C 4.664 -3.210 2.337  -0.002
39 C 5.117 -2.079 3.002  -0.001
40 C 4.302 -0.963 3.094  -0.005
41 C 3.056 -0.967 2.484  0.003
42 C -2.884 -2.957 -0.293  -0.004
43 C -3.840 -3.979 -0.429  0.001
44 C -4.247 -4.418 -1.672  -0.001
45 C -3.726 -3.821 -2.809  -0.007
46 C -2.775 -2.832 -2.682  -0.002
47 C -2.302 -2.408 -1.424  -0.005
48 P -0.955 -1.135 -1.559  -0.003
49 C -1.938 -0.078 -2.724  -0.031
50 C -3.289 0.100 -2.413  -0.004
51 C -4.185 0.561 -3.363  0.009
52 C -3.739 0.874 -4.640  -0.002
53 C -2.388 0.765 -4.937  0.016
54 C -1.489 0.295 -3.985  0.015
55 C 0.181 -1.950 -2.748  0.229
56 C 1.373 -1.163 -3.244  0.005
57 C 1.839 -1.622 -4.600  0.300
58 C 1.561 -2.865 -5.069  -0.031
59 C 0.764 -3.720 -4.298  0.332
60 C 0.057 -3.235 -3.174  -0.051
61 H -5.541 -1.825 2.042  0.000
62 H -6.872 -0.009 3.032  0.000
63 H -5.769 2.157 3.558  0.000
64 H -3.457 2.527 2.949  0.002
65 H -3.787 2.630 0.623  0.000
66 H -4.072 4.990 0.115  0.000
67 H -2.114 6.505 0.041  0.000
68 H 0.160 5.573 0.391  0.000
69 H 0.446 3.213 0.965  -0.002
70 H -1.541 3.505 3.216  0.000
71 H -1.142 3.948 5.584  0.000
72 H -0.211 2.184 7.050  0.000
73 H 0.327 -0.041 6.094  0.000
74 H -0.111 -0.504 3.738  -0.003
75 H -3.042 -2.687 4.195  0.001
76 H -1.656 -3.181 6.149  0.000
77 H 0.811 -3.366 5.890  0.000
78 H 1.846 -2.903 3.751  0.001
79 H 2.755 -3.209 -0.776  -0.009
80 H 2.795 -5.291 -2.026  0.015
81 H 0.931 -6.930 -1.793  0.000
82 H -0.968 -6.417 -0.281  0.000
83 H -0.987 -4.350 0.997  -0.002
84 H 3.072 -4.123 1.265  0.002
85 H 5.283 -4.096 2.284  0.000
86 H 6.097 -2.077 3.462  0.000
87 H 4.626 -0.085 3.640  0.000
88 H 2.395 -0.132 2.597  -0.002
89 H -4.281 -4.416 0.453  0.000
90 H -4.991 -5.200 -1.750  0.000
91 H -4.057 -4.121 -3.795  -0.001
92 H -2.380 -2.391 -3.584  0.001
93 H -3.665 -0.180 -1.435  0.001
94 H -5.233 0.661 -3.110  0.001
95 H -4.438 1.204 -5.397  0.000
96 H -2.027 1.020 -5.926  0.001
97 H -0.456 0.176 -4.269  0.023
98 H 1.170 -0.088 -3.298  0.078
99 H 2.482 -0.947 -5.146  -0.030
100 H 1.996 -3.208 -5.998  0.011
101 H 0.617 -4.750 -4.598  -0.019
102 H -0.635 -3.914 -2.707  0.033
103 C 4.882 0.930 -0.699  0.003
104 C 3.591 0.933 0.064  -0.008
105 O 2.615 0.348 -0.409  0.004
106 C 3.513 1.693 1.306  0.001
107 C 4.671 2.288 1.844  0.003
108 C 4.631 3.055 2.980  -0.001
109 C 3.395 3.252 3.601  0.000
110 C 2.250 2.671 3.107  0.000
111 C 2.275 1.859 1.955  -0.003
112 O 1.137 1.287 1.573  0.003
113 H 4.737 0.515 -1.690  -0.001
114 H 5.602 0.295 -0.177  0.000
115 H 5.289 1.939 -0.757  0.000
116 H 5.621 2.115 1.360  0.000
117 H 5.531 3.501 3.379  0.000
118 H 3.330 3.858 4.496  0.000
119 H 1.313 2.816 3.614  -0.001
120 C -2.216 3.066 -2.568  0.001
121 N -0.844 3.458 -2.786  0.001
122 C -0.746 4.572 -3.732  -0.001
123 C 0.651 4.748 -4.275  0.000
124 C 1.609 4.536 -3.127  0.000
125 N 1.428 3.184 -2.613  0.002
126 C 2.633 2.458 -2.265  0.010
127 C 0.192 2.724 -2.308  0.004
128 O 0.008 1.638 -1.689  -0.002
129 H -2.621 2.608 -3.468  -0.001
130 H -2.804 3.954 -2.344  0.001
131 H -2.280 2.373 -1.744  -0.002
132 H -1.080 5.481 -3.218  0.000
133 H -1.455 4.382 -4.541  0.000
134 H 0.764 5.735 -4.720  0.000
135 H 0.859 4.001 -5.044  0.000
136 H 1.436 5.274 -2.334  0.000
137 H 2.644 4.631 -3.447  0.000
138 H 3.369 2.602 -3.055  -0.001
139 H 2.435 1.396 -2.173  0.008
140 H 3.052 2.831 -1.327  0.000
141 O 4.619 -1.437 -0.935  0.008
142 Se 4.125 -1.532 -2.465  -0.005
143 O 4.267 -2.995 -3.133  0.011
144 O 2.331 -1.350 -2.169  0.085
145 O 4.441 -0.282 -3.444  0.004